No. 1
72
Properties=species:S:1:pos:R:3:mulliken_spin:R:1 method="wB97M-V/def2-TZVPD" homo_energy_ev="-15.1758 / -15.1001" energy_ha=-7361.449703 charge=+2 s_squared=0.757 spin_multiplicity=2
Ru -0.1187 -0.2003 0.2316 0.904
C -0.0785 -1.2736 2.0871 -0.103
C -1.2177 -0.3241 2.1478 0.262
C -0.6532 1.0017 2.1552 -0.106
C 0.7264 0.8146 1.9318 0.069
C 1.1108 -0.5548 2.1005 -0.097
C 2.4763 -1.0365 2.5131 -0.016
C 2.6775 -2.5273 2.2212 0.001
C 3.6289 -0.1451 2.0332 -0.003
C 2.4204 -0.8744 4.0549 -0.001
C -1.2269 2.4129 2.4386 -0.008
C -2.0940 3.0293 1.3373 -0.011
C -2.0180 2.3637 3.7517 -0.004
C -0.0560 3.3892 2.6588 -0.003
C -2.6145 -0.8969 2.3935 0.006
C -2.7080 -2.3321 1.8492 0.024
C -2.8035 -0.9881 3.9212 0.017
C -3.7460 -0.0881 1.7545 0.010
H -0.1748 -2.3395 2.2017 -0.004
H 1.4384 1.6196 1.8466 0.011
H 2.4386 -2.8202 1.1972 -0.001
H 2.0528 -3.1405 2.8736 0.000
H 3.7147 -2.8027 2.4137 0.000
H 3.6546 0.0430 0.9603 0.001
H 4.5746 -0.6079 2.3160 0.000
H 3.5953 0.8289 2.5262 0.000
H 1.6222 -1.4736 4.4966 0.000
H 2.2794 0.1679 4.3467 -0.001
H 3.3682 -1.2129 4.4771 -0.001
H -3.0654 2.5452 1.2274 0.003
H -1.5730 3.0277 0.3851 -0.001
H -2.2775 4.0739 1.5921 0.000
H -2.9382 1.7922 3.6711 0.000
H -2.2916 3.3835 4.0250 0.000
H -1.4245 1.9530 4.5722 0.000
H 0.5052 3.5857 1.7409 0.000
H 0.6397 3.0464 3.4288 0.001
H -0.4658 4.3413 2.9939 0.000
H -2.1113 -3.0405 2.4229 0.001
H -2.4074 -2.4098 0.8029 -0.007
H -3.7449 -2.6613 1.9113 0.002
H -2.0331 -1.6214 4.3668 -0.001
H -3.7717 -1.4449 4.1351 0.002
H -2.7745 -0.0209 4.4139 0.001
H -3.6499 -0.0482 0.6645 0.000
H -3.8262 0.9297 2.1298 0.004
H -4.6924 -0.5869 1.9656 0.000
Br 5.1010 0.5920 -3.9750 0.000
C 3.6986 0.3877 -2.7753 0.004
C 3.6848 -0.6702 -1.8792 0.001
C 2.6270 -0.7673 -1.0046 0.043
N 1.6147 0.1150 -0.9626 0.014
C 1.5887 1.0793 -1.9014 0.020
C 2.6239 1.2641 -2.7976 -0.004
C 0.3059 1.7922 -1.9923 0.010
C 0.0374 2.7824 -2.9182 0.003
C -1.2660 3.2391 -3.0473 0.001
Br -1.6763 4.5536 -4.2959 0.001
C -2.2607 2.6823 -2.2587 0.023
C -1.9006 1.7239 -1.3386 0.079
N -0.6371 1.3025 -1.1724 -0.105
H 4.4779 -1.4044 -1.8555 -0.001
H 2.5800 -1.5821 -0.2996 -0.005
H 2.5827 2.0483 -3.5386 -0.001
H 0.8146 3.1781 -3.5556 -0.001
H -3.2923 2.9938 -2.3451 -0.001
H -2.6425 1.2850 -0.6853 -0.053
Cl -1.7094 -0.8020 -3.6384 0.001
C -1.8789 -2.0003 -2.3905 0.029
Cl -0.3859 -2.1058 -1.3334 -0.006
H -1.9474 -2.9949 -2.8104 0.001
H -2.7093 -1.7656 -1.7380 -0.004

No. 2
82
Properties=species:S:1:pos:R:3:mulliken_spin:R:1 method="wB97M-V/def2-TZVPD" homo_energy_ev="-13.1001 / -13.7881" energy_ha=-7610.453289 charge=+2 s_squared=6.029 spin_multiplicity=5
Pd -3.8013 -6.6240 20.6887 1.633
C -8.2326 -6.0153 23.8033 0.001
C -6.7346 -6.0469 23.7927 0.009
C -5.8693 -5.7244 24.8938 0.002
C -4.5283 -5.7615 24.7347 0.004
C -4.0885 -5.8729 23.4036 0.032
Br -2.2168 -5.6716 23.0360 0.062
N -4.8146 -6.1073 22.3490 0.060
C -6.1817 -6.2590 22.5258 -0.005
H -8.5690 -6.1163 24.8358 0.000
H -8.7203 -6.7186 23.1593 0.000
H -8.4798 -5.0632 23.4350 0.000
H -6.3450 -5.3647 25.8366 0.000
H -3.7788 -5.5375 25.5008 0.001
H -6.7242 -6.5046 21.6581 -0.003
Cl -6.4542 -6.5752 18.8928 0.045
C -6.1773 -8.1332 19.6339 -0.001
C -4.9860 -8.2929 20.3574 0.595
C -4.5859 -9.5398 20.8372 0.037
Cl -3.1136 -9.7244 21.6672 0.067
C -5.4999 -10.5897 20.7125 0.009
Cl -5.2960 -12.0217 21.6876 0.014
C -6.7002 -10.4579 19.9867 0.222
Cl -7.8420 -11.7279 19.8492 0.138
C -6.9888 -9.2178 19.3588 0.134
Cl -8.2360 -9.0185 18.2058 0.057
C -0.3526 -3.7167 20.2088 0.003
Si -1.8471 -2.7041 20.5565 0.056
C -1.8056 -0.9931 19.6663 0.049
C -1.8622 -2.2700 22.3894 0.003
Sb -3.8186 -4.0735 19.6851 0.476
Si -5.7337 -2.2881 19.8685 0.033
C -7.2851 -3.1287 19.1938 0.002
C -5.4424 -0.6113 19.0244 0.027
C -5.6808 -1.8993 21.7036 0.005
Si -3.5883 -4.0778 17.0779 0.049
C -1.8187 -4.2335 16.5723 0.002
C -4.5071 -5.5168 16.1717 -0.007
C -4.4021 -2.4183 16.3857 0.037
H 0.4629 -3.1097 20.6281 0.002
H -0.2344 -3.7741 19.0908 -0.001
H -0.3482 -4.7260 20.5357 0.001
H -0.7546 -0.6516 19.4420 0.008
H -2.1923 -0.2730 20.4401 0.002
H -2.3645 -0.8449 18.7067 -0.004
H -1.1541 -2.9018 22.8913 0.000
H -2.8486 -2.4019 22.8516 -0.001
H -1.5389 -1.2035 22.4560 0.001
H -7.2355 -3.2289 18.0977 0.001
H -7.9680 -2.2568 19.2408 -0.001
H -7.5993 -4.0453 19.6979 0.000
H -4.4187 -0.4508 18.7667 -0.007
H -5.7950 0.1811 19.7261 0.003
H -6.1132 -0.4761 18.1305 0.002
H -5.6043 -2.7001 22.3695 -0.002
H -6.5877 -1.2923 21.8765 0.000
H -4.7627 -1.2927 21.8123 0.002
H -1.7252 -4.4959 15.4871 0.002
H -1.4530 -5.1451 17.1189 0.002
H -1.2104 -3.3873 16.8153 0.002
H -4.1514 -6.4527 16.6453 0.005
H -4.0941 -5.4519 15.1186 0.000
H -5.6022 -5.5104 16.1193 0.000
H -4.0940 -1.4944 16.9364 -0.002
H -5.4495 -2.4739 16.6806 -0.004
H -4.3555 -2.2252 15.2805 0.005
O -0.7034 -7.2075 19.6428 0.036
C -1.5823 -7.5590 18.8356 -0.010
O -2.8614 -7.2501 18.9345 0.104
C -1.2413 -8.4177 17.5625 0.002
C 0.0231 -8.4403 17.0140 0.002
C 0.2351 -9.0287 15.7783 0.001
C -0.7789 -9.6361 15.0856 0.001
C -2.0416 -9.6123 15.6847 -0.001
C -2.3103 -9.0499 16.9144 -0.013
N -3.0810 -10.3497 15.0528 0.000
O -2.7752 -11.3058 14.3204 0.000
O -4.2445 -10.1043 15.4432 0.000
H 0.8935 -8.0992 17.5505 0.001
H 1.1906 -9.0835 15.3248 0.000
H -0.6753 -10.0982 14.1380 0.000
H -3.2770 -9.1478 17.3384 0.017